The following is a DFT calculation (ωB97M-V with the def2-TZVPD basis set) of a molecular structure, C3H4F4S at a distorted geometry.

Geometry as ORCA input:
```
! RIJCOSX wB97M-V def2-TZVPD def2/J DEFGRID3
* xyz 0 1
C 0.02458 0.12898 -0.19369
C -1.18139 -0.50051 0.27258
C 1.28815 -0.67124 0.01793
H 0.06863 2.50202 -1.16282
H -0.19078 0.53288 -1.19968
H -1.18851 -1.60796 0.39725
H 1.20509 -1.57529 -0.44995
F -1.67299 0.19813 1.38275
F -2.12458 -0.27481 -0.70377
F 1.25828 -0.69362 1.48028
F 2.34885 0.12568 -0.35890
S 0.16468 1.83574 0.51803
*
```

Computed properties:
Relative energy (zero: lowest compared OMol25 entry of this formula, charge and spin), eV: 0.000

natural (NBO) atomic charge list, values in e, 5 entries: C -0.50; C 0.54; C 0.57; H 0.13; H 0.29



The following is a DFT calculation (ωB97M-V with the def2-TZVPD basis set) of 11 unconnected molecules or ions with the total composition C36H101ClN9O14 at a distorted geometry.

Geometry as ORCA input:
```
! RIJCOSX wB97M-V def2-TZVPD def2/J DEFGRID3
* xyz -1 1
Cl 0.05446 0.55699 -0.26117
O -0.32620 1.23903 0.94667
O 1.03297 1.27106 -0.97931
O 0.51735 -0.78027 0.07454
O -1.16566 0.38027 -1.01980
O -0.57698 1.89318 4.27953
H -1.32824 1.52250 4.75840
H -0.56840 1.42099 3.43059
C -4.05872 2.67030 0.02126
C -5.07997 1.93222 -0.85055
C -5.36153 2.73727 -2.11817
O -5.87029 3.99846 -1.73874
C -6.10198 4.87626 -2.80723
N -4.54592 0.59039 -1.10305
H -4.39292 3.69734 0.21130
H -3.11085 2.72342 -0.51421
H -3.93511 2.27471 1.03045
H -6.01154 1.80085 -0.29370
H -6.12834 2.17000 -2.65784
H -4.43738 2.88309 -2.68768
H -5.15443 5.29811 -3.15707
H -6.74963 5.67340 -2.43164
H -6.71487 4.39167 -3.57883
H -4.37007 0.19889 -0.18194
H -3.59726 0.73097 -1.44873
C -2.37465 -3.88871 -1.47170
C -1.35569 -4.38730 -0.46907
C -1.20720 -5.90341 -0.44962
O -2.35598 -6.62736 -0.10035
C -2.88917 -6.30812 1.15449
N -0.07014 -3.79848 -0.90690
H -2.07501 -4.00646 -2.51561
H -2.47654 -2.80289 -1.37909
H -3.36746 -4.32804 -1.34112
H -1.55280 -4.03536 0.55082
H -0.42932 -6.15279 0.29359
H -0.75239 -6.21765 -1.39058
H -3.47314 -5.38019 1.10682
H -2.08948 -6.24463 1.90161
H -3.61710 -7.06367 1.45433
H -0.06944 -2.78194 -0.86835
H 0.57093 -4.09298 -0.17117
C 3.38289 -3.97118 -0.67024
C 4.54896 -3.03941 -0.99725
C 3.95656 -1.84521 -1.78692
O 3.30234 -2.40705 -2.91723
C 2.44328 -1.46789 -3.53107
N 5.14303 -2.62634 0.27633
H 3.71152 -4.81090 -0.04944
H 2.94661 -4.40463 -1.56790
H 2.57817 -3.49327 -0.10618
H 5.25519 -3.56072 -1.64483
H 4.68659 -1.10746 -2.14154
H 3.21203 -1.32136 -1.17425
H 1.56839 -1.29499 -2.89789
H 2.12271 -1.85519 -4.49725
H 2.95853 -0.52293 -3.74338
H 5.63638 -1.72560 0.19743
H 4.35250 -2.42835 0.88143
C 4.01983 0.51402 0.87990
C 5.15002 1.07892 0.01778
C 5.40303 2.52863 0.42050
O 6.47040 3.06280 -0.32044
C 6.60997 4.45268 -0.08170
N 6.36894 0.25910 0.23905
H 3.86807 -0.54347 0.74299
H 3.11563 1.06384 0.60564
H 4.15209 0.66630 1.95493
H 4.86012 1.01820 -1.03136
H 5.57574 2.48218 1.50794
H 4.46633 3.09073 0.34319
H 7.38283 4.81269 -0.76140
H 7.00022 4.59718 0.93257
H 5.68740 5.01939 -0.21738
H 6.65392 0.38719 1.20911
H 7.10855 0.72809 -0.28330
C -1.60470 3.62587 -3.17595
C -0.17227 3.63428 -3.64188
C 0.70172 4.36075 -2.62153
O 2.06588 4.16121 -2.93684
C 2.97793 4.75722 -2.04772
N 0.27664 2.21086 -3.77647
H -1.76346 3.21978 -2.17228
H -2.23115 2.99893 -3.81584
H -2.12791 4.58973 -3.16874
H -0.07263 4.12185 -4.61573
H 0.49464 3.88314 -1.65431
H 0.48972 5.43304 -2.55806
H 3.99396 4.57811 -2.38259
H 2.78839 4.31532 -1.06095
H 2.79941 5.83028 -1.90411
H 1.27401 2.43797 -3.79474
H 0.09275 1.83952 -2.84532
C 0.87452 -1.37341 4.75066
C 1.48172 -2.43720 3.84576
C 0.38744 -3.29488 3.19214
O 0.79140 -4.26982 2.23514
C 1.78410 -5.17836 2.61007
N 2.27784 -1.72908 2.83661
H 1.66606 -0.71541 5.10012
H 0.21775 -1.79423 5.51372
H 0.22825 -0.75667 4.11290
H 2.15836 -3.05185 4.45037
H -0.30374 -2.62407 2.68051
H -0.15839 -3.87305 3.95037
H 1.90753 -5.89605 1.79937
H 1.62093 -5.74256 3.53737
H 2.76614 -4.70398 2.73551
H 1.78190 -0.89693 2.52079
H 2.22146 -2.33040 2.01019
C -1.04277 -1.87079 -4.91016
C -2.25128 -0.93290 -4.84929
C -3.53656 -1.62451 -4.37797
O -3.69810 -2.92640 -4.88982
C -4.65420 -3.69310 -4.20986
N -2.04988 0.26265 -4.05559
H -0.15871 -1.33982 -5.25042
H -1.34711 -2.66624 -5.59385
H -0.87916 -2.25856 -3.90199
H -2.48378 -0.56475 -5.85577
H -4.39915 -1.00658 -4.64201
H -3.40185 -1.73108 -3.28962
H -4.38166 -3.76664 -3.14618
H -4.57836 -4.72962 -4.53220
H -5.64526 -3.24224 -4.28588
H -1.28901 0.86748 -4.35374
H -1.83407 0.11454 -3.07219
C 2.00906 3.38746 1.95601
C 1.25659 4.58311 2.53858
C 1.53397 5.82692 1.68942
O 2.81541 6.35839 1.95723
C 2.83973 7.22378 3.07138
N -0.15898 4.26926 2.63713
H 1.76844 3.16936 0.91502
H 1.88706 2.54360 2.64164
H 3.10138 3.50179 2.01327
H 1.73308 4.68198 3.51882
H 0.69940 6.53335 1.77599
H 1.58207 5.49450 0.64771
H 2.32293 8.16443 2.84784
H 3.86659 7.49680 3.31342
H 2.38580 6.71902 3.92836
H -0.53888 3.94560 1.75337
H -0.27196 3.48578 3.28118
C -3.04965 -3.71998 4.50802
C -2.75262 -2.23202 4.31356
C -3.84529 -1.50810 3.55277
O -3.84089 -1.85105 2.18109
C -2.70054 -1.48373 1.43518
N -2.64330 -1.55303 5.63416
H -4.00151 -3.75291 5.04580
H -2.27809 -4.18090 5.12246
H -3.13414 -4.20949 3.53656
H -1.76012 -2.14020 3.86952
H -3.88621 -0.41873 3.65656
H -4.83438 -1.76704 3.94613
H -1.98249 -2.30759 1.59063
H -2.10797 -0.61326 1.73510
H -2.97513 -1.49982 0.38491
H -1.84615 -1.89630 6.17054
H -3.38116 -1.93949 6.22951
*
```

Mulliken atomic charge list, values in e, 5 entries: Cl -0.11; O -0.33; O -0.13; O 0.67; O 0.25



The following is a DFT calculation (ωB97M-V with the def2-TZVPD basis set) of a single C3H8O molecule at a distorted geometry.

Geometry as ORCA input:
```
! RIJCOSX wB97M-V def2-TZVPD def2/J DEFGRID3
* xyz 0 1
C -0.12358 -0.87412 -0.95321
C 0.42308 -0.22208 0.33019
C -0.66689 0.77497 0.88603
O 1.58087 0.46148 0.10903
H -0.30360 -0.04992 -1.65916
H -1.05004 -1.27430 -0.71745
H 0.49389 -1.58100 -1.46331
H 0.74846 -0.94200 1.16970
H -0.61529 1.81462 0.66676
H -0.61133 0.65768 1.96615
H -1.61871 0.46480 0.53029
H 1.74315 0.76989 -0.86500
*
```

Computed properties:
Relative energy (zero: lowest compared OMol25 entry of this formula, charge and spin), eV: 0.781
SMILES: CC(C)O

natural (NBO) atomic charge list, values in e, 5 entries: C -0.63; C 0.12; C -0.64; O -0.73; H 0.19



Computed orbital gap, in the same sequence as the records: 9.1; 8.5; 10.9 eV.